1.
19
Properties=species:S:1:pos:R:3:nbo_charge:R:1 method="wB97M-V/def2-TZVPD" e_above_lowest_kcal_mol=92.8 fmax_ev_per_a=4.17 total_charge=-1 multiplicity=1
C 0.570 -0.994 2.143 0.106
H 0.547 -1.869 0.271 0.230
C -0.030 0.850 -0.800 -0.226
O -1.691 -0.283 3.200 -1.029
C -0.733 -0.052 0.109 -0.160
C 2.859 0.242 0.537 0.174
C -0.185 -1.233 0.881 -0.531
C 2.336 0.467 -0.589 -0.115
C 1.283 0.963 -1.294 -0.265
H -0.653 1.583 -1.309 0.190
H -0.948 -1.981 1.020 0.250
S -0.309 0.190 3.405 1.530
H -1.778 0.282 0.277 0.220
N 2.915 -1.254 2.825 0.003
N 3.921 -0.591 2.431 -0.113
N 3.851 0.109 1.327 -0.286
N 1.797 -1.218 2.265 -0.178
O 0.281 -0.256 4.677 -1.006
H 1.423 1.797 -2.119 0.205



2.
14
Properties=species:S:1:pos:R:3:nbo_charge:R:1 method="wB97M-V/def2-TZVPD" e_above_lowest_kcal_mol=177.3 fmax_ev_per_a=6.77 total_charge=0 multiplicity=1
H -2.576 -0.611 1.053 0.218
C -0.928 1.588 -0.244 -0.008
H 3.125 0.013 -0.033 0.263
H -2.337 -1.295 -0.522 0.218
C -1.958 -0.553 0.198 -0.140
H 1.743 -1.397 -1.436 0.203
C -1.839 0.824 -0.220 -0.034
H 2.295 -0.433 1.497 0.267
C 0.402 1.845 -0.201 -0.084
N 0.069 -1.427 -0.496 -0.117
O -0.667 -1.082 0.601 -0.395
C 1.293 -1.099 -0.510 0.069
C 1.404 1.190 0.271 0.122
C 2.059 -0.066 0.389 -0.581



3.
17
Properties=species:S:1:pos:R:3:nbo_charge:R:1 method="wB97M-V/def2-TZVPD" e_above_lowest_kcal_mol=88.8 fmax_ev_per_a=5.25 total_charge=0 multiplicity=1
O 1.682 -1.713 1.848 -0.911
C 2.610 0.821 2.146 -0.450
C -2.223 -2.115 -1.537 -0.031
S 0.209 -2.435 -1.637 0.485
C 1.707 1.736 1.872 -0.187
H -3.300 -2.245 -1.547 0.210
H -1.502 -3.800 -2.793 0.248
H 1.599 2.797 2.195 0.233
C 0.721 1.425 0.834 -0.280
C 0.947 0.201 0.378 -0.219
H 3.494 0.613 2.781 0.260
H 0.008 2.221 0.608 0.246
S 2.265 -0.639 1.106 2.104
C -1.329 -2.955 -2.197 -0.465
O 3.312 -0.965 0.179 -0.905
N -1.755 -1.202 -0.739 -0.485
C -0.529 -1.343 -0.601 0.147



4.
17
Properties=species:S:1:pos:R:3:nbo_charge:R:1 method="wB97M-V/def2-TZVPD" e_above_lowest_kcal_mol=0.0 smiles="N=[S@]1(=O)SC(=O)c2ccccc21" fmax_ev_per_a=3.56 total_charge=0 multiplicity=1
C -1.165 -0.277 0.033 -0.247
C 1.207 0.018 0.249 -0.173
S -2.581 -1.340 0.107 1.879
H -3.028 -2.977 -1.312 0.411
C -1.318 1.084 0.014 -0.147
N -2.309 -2.294 -1.007 -1.071
H 0.384 -1.821 0.385 0.229
S -4.023 0.636 -0.261 0.006
C -2.702 1.697 0.046 0.361
H -0.626 3.011 0.209 0.260
O -2.825 -1.721 1.486 -0.871
H 1.690 2.245 0.308 0.229
C -0.250 1.933 0.130 -0.174
C 0.995 1.444 0.192 -0.193
C 0.131 -0.843 0.221 -0.182
O -2.846 2.885 0.153 -0.538
H 2.082 -0.502 0.421 0.220



5.
17
Properties=species:S:1:pos:R:3:nbo_charge:R:1 method="wB97M-V/def2-TZVPD" e_above_lowest_kcal_mol=109.5 fmax_ev_per_a=4.48 total_charge=0 multiplicity=1
C 0.683 -1.283 -0.464 0.758
C -0.844 0.381 -1.119 -0.139
O 2.811 -3.535 -0.580 -0.189
O 0.181 -2.131 -1.224 -0.609
O 1.769 -1.472 0.235 -0.457
C -0.003 0.004 -0.112 -0.190
S 2.117 -3.603 1.791 0.311
H -2.341 3.164 0.231 0.221
N 2.255 -3.120 0.348 0.188
H -2.191 1.810 -1.829 0.210
H 0.888 0.680 1.759 0.231
H -0.554 2.765 1.867 0.218
C -1.635 2.248 0.163 -0.187
C -0.697 1.937 1.070 -0.229
C 0.122 0.843 0.989 -0.166
C -1.704 1.496 -0.987 -0.216
H -0.858 -0.183 -2.137 0.245



6.
22
Properties=species:S:1:pos:R:3:nbo_charge:R:1 method="wB97M-V/def2-TZVPD" fmax_ev_per_a=1.20 e_tot_ha=-6058.6428 total_charge=+2 multiplicity=1
H -2.000 4.160 0.000 0.276
C -1.095 2.225 0.000 0.058
Ru 0.419 -0.331 0.000 0.387
C -2.390 -1.087 0.000 0.815
Se 2.908 -0.107 0.000 -0.030
C 0.321 2.590 0.000 0.809
C -2.172 3.092 0.000 -0.120
O 0.635 3.844 0.000 -0.586
C -3.451 2.558 0.000 -0.137
O -3.398 -1.898 0.000 -0.569
N -1.221 0.886 0.000 -0.310
H 1.600 3.987 0.000 0.539
H -4.319 3.203 0.000 0.271
C -3.598 1.179 0.000 -0.138
Se 0.939 -2.770 0.000 -0.002
O -1.249 -1.556 0.000 -0.553
O 1.136 1.663 0.000 -0.576
H -4.269 -1.470 0.000 0.524
C -2.468 0.381 0.000 0.039
Te 3.075 -3.928 0.000 0.540
H -4.589 0.743 0.000 0.250
Te 4.641 -1.844 0.000 0.515